Record 1
ORCA calculation (ωB97M-V/def2-TZVPD) on 5 unconnected molecules or ions with the total composition C9H29O5.

Calculated values
Largest force on an atom (eV/A): 2.70
Kohn-Sham gap (spin up / spin down) (eV): 10.6 / 3.8
Total charge: +2
2S+1: 2
Calculated total energy (Eh): -735.76042

Geometry (Å):
1 O -16.488 3.123 -8.918
2 H -16.693 2.593 -9.692
3 H -16.484 2.558 -8.141
4 H -17.176 3.789 -8.845
5 C -18.921 2.192 -5.843
6 C -18.430 1.221 -6.885
7 O -17.013 1.420 -7.106
8 H -19.913 1.914 -5.489
9 H -18.885 3.196 -6.266
10 H -18.274 2.152 -4.967
11 H -18.968 1.350 -7.825
12 H -18.570 0.200 -6.529
13 H -16.555 0.858 -6.477
14 C -16.725 6.260 -9.502
15 C -18.245 5.982 -9.468
16 O -18.464 4.736 -8.816
17 H -16.329 5.475 -10.146
18 H -16.209 6.288 -8.542
19 H -16.587 7.217 -10.005
20 H -18.720 6.055 -10.446
21 H -18.773 6.737 -8.885
22 H -19.385 4.649 -8.557
23 C -15.445 0.276 -10.870
24 C -16.846 0.517 -11.418
25 O -17.304 1.795 -11.027
26 H -15.137 -0.707 -11.225
27 H -15.417 0.284 -9.780
28 H -14.759 1.061 -11.189
29 H -17.561 -0.234 -11.084
30 H -16.870 0.497 -12.507
31 H -18.209 1.755 -11.345
32 C -14.455 5.769 -5.892
33 C -15.338 4.562 -6.067
34 C -15.423 3.602 -4.854
35 O -16.657 5.023 -6.330
36 H -14.814 6.472 -5.140
37 H -14.369 6.325 -6.826
38 H -13.507 5.367 -5.536
39 H -14.944 4.042 -6.939
40 H -15.945 2.686 -5.130
41 H -16.051 4.012 -4.064
42 H -14.420 3.350 -4.508
43 H -16.987 5.499 -5.564


Record 2
ORCA calculation (ωB97M-V/def2-TZVPD) on 3 unconnected molecules or ions with the total composition C9H30BClN3O12P3.

Calculated values
SMILES string: CO[C@@](N)(B(O)O)[C@H](Cl)NP(N)O.COP(=O)(OC)OC.COP(=O)(OC)OC
Largest force on an atom (eV/A): 5.43
Kohn-Sham gap (eV): 8.6
Total charge: 0
2S+1: 1
Calculated total energy (Eh): -2937.35086

Geometry (Å):
1 C 1.580 1.176 2.804
2 O 0.287 1.139 2.248
3 C -0.439 2.353 2.287
4 N -1.695 2.015 1.616
5 B -0.781 2.870 3.809
6 O 0.098 3.477 4.653
7 O -2.062 2.686 4.306
8 C 0.162 3.493 1.415
9 Cl 0.856 2.839 -0.091
10 N 1.117 4.328 2.127
11 P 0.781 5.990 1.822
12 N 2.253 6.773 2.224
13 O -0.246 6.399 3.017
14 H 2.201 1.983 2.420
15 H 1.572 1.182 3.900
16 H 2.066 0.247 2.518
17 H -2.307 2.818 1.646
18 H -2.123 1.219 2.065
19 H 1.009 3.208 4.508
20 H -2.144 1.787 4.636
21 H -0.675 4.122 1.110
22 H 2.064 4.108 1.841
23 H 2.574 7.218 1.371
24 H 2.012 7.547 2.838
25 H -0.045 5.916 3.836
26 C 1.202 -2.113 0.250
27 O 2.538 -2.424 -0.195
28 P 2.997 -1.610 -1.509
29 O 2.581 -0.217 -1.356
30 O 2.025 -2.458 -2.513
31 C 1.872 -3.878 -2.386
32 O 4.203 -1.552 -2.602
33 C 5.009 -2.720 -2.848
34 H 0.885 -2.953 0.866
35 H 1.204 -1.204 0.844
36 H 0.521 -2.007 -0.591
37 H 0.899 -4.096 -1.951
38 H 2.652 -4.325 -1.768
39 H 1.918 -4.312 -3.384
40 H 4.417 -3.498 -3.334
41 H 5.440 -3.108 -1.925
42 H 5.817 -2.426 -3.511
43 C -2.935 -4.119 -4.004
44 O -2.812 -2.774 -3.523
45 P -2.151 -2.640 -2.066
46 O -1.016 -3.557 -1.974
47 O -3.453 -3.181 -1.235
48 C -4.779 -2.795 -1.614
49 O -1.810 -1.447 -1.049
50 C -2.610 -0.240 -1.022
51 H -3.702 -4.101 -4.775
52 H -1.993 -4.448 -4.437
53 H -3.235 -4.799 -3.209
54 H -5.275 -3.632 -2.106
55 H -4.787 -1.937 -2.285
56 H -5.329 -2.540 -0.709
57 H -3.610 -0.457 -0.640
58 H -2.682 0.209 -2.012
59 H -2.117 0.463 -0.355


Record 3
ORCA calculation (ωB97M-V/def2-TZVPD) on 9 unconnected molecules or ions with the total composition C9H30FN9O21P3.

Calculated values
Largest force on an atom (eV/A): 1.25
Kohn-Sham gap (eV): 5.0
Total charge: -1
2S+1: 1
Calculated total energy (Eh): -3557.10301

Geometry (Å):
1 N 3.247 0.534 1.487
2 P 1.955 -0.333 1.424
3 O 2.084 -1.459 0.245
4 O 1.801 -1.256 2.763
5 C 0.477 0.606 1.285
6 F 0.826 1.962 0.922
7 P -0.709 0.104 0.073
8 P -2.263 -0.656 1.395
9 O -2.011 -1.879 2.190
10 O -2.566 0.575 2.379
11 O -3.604 -0.802 0.490
12 H 3.736 0.389 2.363
13 H 1.321 -2.050 0.219
14 H 1.315 -2.074 2.597
15 H -0.304 -1.071 -0.607
16 H -2.347 1.434 1.986
17 H -4.314 -1.144 1.051
18 C -1.730 5.152 3.676
19 N -1.752 4.016 2.714
20 O -2.839 3.659 2.283
21 O -0.693 3.521 2.428
22 H -2.748 5.486 3.835
23 H -1.279 4.782 4.592
24 H -1.112 5.930 3.240
25 C -4.201 -1.155 -3.877
26 N -2.795 -1.016 -3.410
27 O -1.905 -1.456 -4.123
28 O -2.627 -0.477 -2.344
29 H -4.197 -1.658 -4.837
30 H -4.730 -1.731 -3.127
31 H -4.620 -0.157 -3.949
32 C -9.241 -0.992 -3.667
33 N -7.777 -0.919 -3.925
34 O -7.313 0.145 -4.275
35 O -7.143 -1.941 -3.765
36 H -9.666 -0.013 -3.850
37 H -9.648 -1.742 -4.340
38 H -9.369 -1.302 -2.635
39 C 0.460 2.573 -2.769
40 N 1.904 2.212 -2.672
41 O 2.656 2.635 -3.536
42 O 2.228 1.537 -1.727
43 H 0.322 3.186 -3.651
44 H -0.105 1.646 -2.820
45 H 0.202 3.104 -1.857
46 C -0.020 -3.863 -4.575
47 N -0.052 -4.970 -5.571
48 O -1.120 -5.250 -6.078
49 O 0.999 -5.526 -5.817
50 H -1.020 -3.467 -4.464
51 H 0.353 -4.280 -3.644
52 H 0.664 -3.107 -4.949
53 C 3.101 -2.605 5.306
54 N 3.131 -3.768 4.379
55 O 2.078 -4.172 3.941
56 O 4.225 -4.219 4.097
57 H 2.072 -2.311 5.473
58 H 3.588 -2.928 6.222
59 H 3.666 -1.804 4.835
60 C 3.561 3.737 0.430
61 N 3.582 4.826 1.442
62 O 3.390 5.970 1.058
63 O 3.788 4.521 2.596
64 H 3.377 4.187 -0.539
65 H 4.524 3.236 0.463
66 H 2.779 3.030 0.712
67 C 6.366 -1.207 2.515
68 N 6.309 -0.143 3.558
69 O 5.260 0.002 4.147
70 O 7.313 0.514 3.738
71 H 5.398 -1.693 2.470
72 H 6.609 -0.720 1.576
73 H 7.153 -1.897 2.805


Record 4
ORCA calculation (ωB97M-V/def2-TZVPD) on 6 unconnected molecules or ions with the total composition C9H30O6.

Calculated values
SMILES string: CCO.CCO.CCO.CO.CO.CO
Largest force on an atom (eV/A): 2.85
Kohn-Sham gap (eV): 10.1
Total charge: 0
ΔE to the lowest compared entry with this formula, charge and spin (kcal per mole): 73.8
2S+1: 1
Calculated total energy (Eh): -812.22408

Geometry (Å):
1 C -1.419 -1.435 -2.228
2 C -2.576 -2.209 -2.855
3 O -2.451 -2.266 -4.267
4 H -0.435 -1.840 -2.466
5 H -1.512 -1.469 -1.143
6 H -1.485 -0.389 -2.525
7 H -3.570 -1.853 -2.584
8 H -2.652 -3.240 -2.509
9 H -3.233 -1.916 -4.701
10 C 1.528 1.835 -2.720
11 C 1.598 2.051 -4.239
12 O 2.551 3.084 -4.344
13 H 0.703 1.200 -2.395
14 H 1.291 2.814 -2.304
15 H 2.447 1.425 -2.300
16 H 0.660 2.470 -4.603
17 H 1.848 1.136 -4.775
18 H 2.144 3.842 -3.919
19 C 0.287 1.130 4.196
20 C 0.445 -0.349 4.577
21 O 1.598 -0.534 5.359
22 H 0.075 1.709 5.095
23 H -0.588 1.279 3.563
24 H 1.099 1.525 3.585
25 H 0.474 -0.943 3.663
26 H -0.415 -0.693 5.151
27 H 2.382 -0.508 4.806
28 C 1.186 0.536 0.686
29 O -0.069 -0.078 0.824
30 H 1.786 0.049 -0.083
31 H 1.052 1.571 0.371
32 H 1.805 0.528 1.583
33 H 0.065 -0.956 1.190
34 C -2.696 2.237 1.690
35 O -2.181 1.778 0.439
36 H -2.948 1.374 2.308
37 H -1.992 2.905 2.186
38 H -3.557 2.880 1.506
39 H -1.390 1.269 0.630
40 C 1.396 -3.409 0.256
41 O 0.798 -2.681 1.236
42 H 0.715 -3.802 -0.499
43 H 2.178 -2.901 -0.309
44 H 1.967 -4.185 0.766
45 H 1.089 -2.972 2.104


Record 5
ORCA calculation (ωB97M-V/def2-TZVPD) on a molecular structure, C9H31AlN6O7.

Calculated values
Largest force on an atom (eV/A): 2.77
Kohn-Sham gap (eV): 2.8
Total charge: +2
2S+1: 1
Calculated total energy (Eh): -1458.45179

Geometry (Å):
1 Al 0.193 -10.089 29.022
2 O 1.459 -10.358 31.432
3 H 1.303 -10.938 32.201
4 C 3.410 -11.331 35.522
5 C 1.969 -11.295 35.046
6 O 1.399 -10.035 35.238
7 H 3.348 -11.225 36.610
8 H 4.039 -10.546 35.118
9 H 3.936 -12.287 35.447
10 H 1.337 -12.003 35.576
11 H 1.926 -11.565 33.965
12 H 1.850 -9.352 34.695
13 C 1.758 -14.339 31.873
14 C 3.018 -14.424 32.715
15 O 2.919 -15.588 33.495
16 H 1.806 -13.478 31.208
17 H 0.923 -14.369 32.568
18 H 1.730 -15.200 31.203
19 H 3.082 -13.549 33.395
20 H 4.006 -14.367 32.230
21 H 3.661 -15.638 34.111
22 C 5.224 -8.918 33.047
23 C 4.026 -8.025 32.840
24 O 2.853 -8.682 33.420
25 H 5.103 -9.884 32.541
26 H 5.461 -9.102 34.090
27 H 6.100 -8.538 32.513
28 H 3.817 -7.776 31.801
29 H 4.160 -7.099 33.395
30 H 2.373 -9.054 32.667
31 C -1.575 -12.535 31.498
32 O -1.111 -11.868 30.545
33 N -2.206 -13.709 31.291
34 N -1.416 -12.171 32.794
35 H -2.465 -14.365 32.005
36 H -2.364 -14.011 30.345
37 H -0.896 -11.365 33.074
38 H -1.828 -12.765 33.492
39 C -1.461 -8.111 32.011
40 O -1.596 -8.735 30.946
41 N -2.244 -7.071 32.357
42 N -0.439 -8.392 32.873
43 H -2.971 -6.798 31.716
44 H -1.914 -6.405 33.032
45 H 0.101 -9.220 32.723
46 H -0.370 -7.884 33.740
47 C 4.045 -11.354 29.584
48 O 3.170 -10.769 28.935
49 N 5.218 -11.810 29.082
50 N 3.733 -11.825 30.834
51 H 5.525 -11.557 28.157
52 H 5.920 -12.161 29.709
53 H 4.458 -12.028 31.510
54 H 2.849 -11.422 31.183


Record 6
ORCA calculation (ωB97M-V/def2-TZVPD) on a molecular structure, C9H32N16O11Zn.

Calculated values
Largest force on an atom (eV/A): 7.78
Kohn-Sham gap (eV): 5.8
Total charge: 0
ΔE to the lowest compared entry with this formula, charge and spin (kcal per mole): 140.3
2S+1: 1
Calculated total energy (Eh): -3845.40549

Geometry (Å):
1 Zn -0.267 -0.529 2.227
2 C -0.231 -0.049 -0.312
3 O -0.461 0.230 -1.481
4 O 0.271 0.719 0.518
5 O -0.839 -0.894 0.370
6 C -4.431 0.517 0.125
7 O -5.404 1.175 0.265
8 N -3.331 0.757 0.802
9 N -4.178 -0.277 -0.931
10 H -2.447 0.373 0.502
11 H -3.305 1.495 1.488
12 H -4.952 -0.434 -1.558
13 H -3.330 -0.821 -0.949
14 C 0.006 -0.304 -4.841
15 O 0.134 -0.874 -5.951
16 N -1.118 0.286 -4.509
17 N 0.893 -0.236 -3.841
18 H -1.813 0.227 -5.237
19 H -1.278 0.660 -3.586
20 H 0.431 0.030 -2.981
21 H 1.714 -0.814 -3.746
22 C 2.695 -1.722 2.353
23 O 1.736 -0.999 2.026
24 N 3.803 -1.231 2.862
25 N 2.612 -3.093 2.338
26 H 4.544 -1.906 2.975
27 H 3.929 -0.282 3.179
28 H 3.280 -3.636 2.864
29 H 1.958 -3.589 1.754
30 C -0.706 4.112 -1.048
31 O -0.617 5.309 -1.319
32 N -1.114 3.322 -1.997
33 N -0.759 3.617 0.192
34 H -1.197 3.786 -2.888
35 H -1.030 2.364 -1.689
36 H -0.583 2.639 0.368
37 H -0.435 4.335 0.824
38 C 1.585 4.117 3.275
39 O 2.349 4.973 2.871
40 N 0.932 4.234 4.400
41 N 1.324 2.936 2.767
42 H 0.411 3.440 4.736
43 H 1.129 5.000 5.025
44 H 1.588 2.692 1.823
45 H 0.897 2.260 3.379
46 C -0.090 -3.703 -2.229
47 O 0.114 -4.792 -2.634
48 N 0.264 -3.180 -1.101
49 N -1.146 -3.069 -2.658
50 H -0.211 -2.376 -0.718
51 H 0.756 -3.795 -0.471
52 H -1.591 -3.659 -3.347
53 H -1.268 -2.074 -2.774
54 C -1.520 -3.397 2.150
55 O -1.077 -2.422 2.686
56 N -2.181 -3.441 1.081
57 N -1.479 -4.587 2.665
58 H -2.261 -4.301 0.561
59 H -2.197 -2.541 0.619
60 H -0.851 -4.694 3.448
61 H -2.267 -5.187 2.482
62 C 3.365 1.808 -1.023
63 O 4.492 2.087 -1.428
64 N 2.346 1.673 -1.853
65 N 2.927 1.654 0.187
66 H 1.444 1.365 -1.526
67 H 2.491 1.848 -2.835
68 H 3.531 1.637 0.994
69 H 2.011 1.231 0.278


Record 7
ORCA calculation (ωB97M-V/def2-TZVPD) on 7 unconnected molecules or ions with the total composition C9H32O7.

Calculated values
SMILES string: CCO.CCO.CO.CO.CO.CO.CO
Largest force on an atom (eV/A): 3.94
Kohn-Sham gap (eV): 9.6
Total charge: 0
ΔE to the lowest compared entry with this formula, charge and spin (kcal per mole): 114.8
2S+1: 1
Calculated total energy (Eh): -888.60710

Geometry (Å):
1 C -0.640 -1.279 1.511
2 C -1.220 -1.102 2.871
3 O -0.203 -1.282 3.844
4 H -0.227 -2.322 1.402
5 H 0.123 -0.555 1.349
6 H -1.374 -1.144 0.697
7 H -2.058 -1.851 3.021
8 H -1.521 -0.040 2.910
9 H 0.274 -2.111 3.697
10 C 2.401 -0.767 -0.706
11 C 3.928 -0.874 -0.940
12 O 4.696 -1.499 0.072
13 H 1.974 -0.359 -1.659
14 H 2.130 -0.027 0.093
15 H 1.857 -1.732 -0.552
16 H 4.451 0.078 -1.126
17 H 4.028 -1.487 -1.807
18 H 5.593 -1.582 -0.242
19 C 0.732 2.133 2.283
20 O 1.237 1.491 3.395
21 H -0.379 1.919 2.230
22 H 1.193 1.890 1.319
23 H 0.839 3.239 2.305
24 H 2.182 1.702 3.286
25 C -4.132 1.389 0.097
26 O -2.967 1.158 0.823
27 H -5.017 1.458 0.742
28 H -4.402 0.599 -0.542
29 H -4.061 2.276 -0.465
30 H -2.183 1.135 0.239
31 C 1.659 2.490 -2.558
32 O 1.774 2.554 -1.154
33 H 2.239 3.197 -3.101
34 H 0.616 2.611 -2.974
35 H 2.006 1.533 -2.870
36 H 2.583 3.033 -0.936
37 C -2.330 -3.020 -1.585
38 O -1.906 -3.703 -0.408
39 H -1.527 -2.545 -2.130
40 H -2.935 -2.249 -1.364
41 H -2.988 -3.658 -2.239
42 H -2.450 -4.427 -0.121
43 C -0.809 0.340 -1.596
44 O -0.737 1.432 -0.720
45 H -1.838 -0.056 -1.511
46 H -0.153 -0.473 -1.401
47 H -0.551 0.618 -2.627
48 H 0.098 1.877 -0.832


Record 8
ORCA calculation (ωB97M-V/def2-TZVPD) on 9 unconnected molecules or ions with the total composition C9H35INO11P.

Calculated values
SMILES string: O=[PH2]NC(=O)OI.CO.CO.CO.CO.CO.CO.CO.CO
Largest force on an atom (eV/A): 9.16
Kohn-Sham gap (eV): 7.6
Total charge: 0
2S+1: 1
Calculated total energy (Eh): -1885.08584

Geometry (Å):
1 O -1.301 -0.873 -0.087
2 P -2.017 0.481 -0.587
3 N -3.273 -0.014 -1.751
4 C -4.630 -0.205 -1.111
5 O -5.353 -1.278 -1.533
6 O -5.238 0.634 -0.067
7 I -5.312 2.587 -0.611
8 H -0.959 1.298 -1.197
9 H -2.617 1.139 0.545
10 H -3.302 0.581 -2.607
11 C 0.008 1.662 -4.217
12 O 0.009 2.356 -2.984
13 H -0.933 1.117 -4.318
14 H 0.103 2.376 -5.039
15 H 0.840 0.954 -4.239
16 H 0.856 2.830 -2.923
17 C 2.479 -1.131 0.403
18 O 2.093 -2.114 -0.540
19 H 3.523 -1.296 0.682
20 H 2.375 -0.138 -0.041
21 H 1.850 -1.211 1.293
22 H 1.163 -1.942 -0.767
23 C 4.240 -0.984 4.020
24 O 4.085 -0.001 3.012
25 H 3.298 -1.525 4.135
26 H 5.027 -1.684 3.730
27 H 4.497 -0.500 4.965
28 H 4.936 0.463 2.932
29 C 1.241 1.716 4.065
30 O 0.547 1.614 2.836
31 H 1.603 2.740 4.185
32 H 0.564 1.473 4.888
33 H 2.091 1.030 4.063
34 H 0.238 0.696 2.757
35 C 5.010 -3.824 1.439
36 O 5.132 -4.009 0.041
37 H 5.603 -4.585 1.952
38 H 5.381 -2.833 1.710
39 H 3.962 -3.924 1.732
40 H 4.595 -3.320 -0.386
41 C -8.312 -1.376 -3.758
42 O -7.008 -1.783 -4.130
43 H -8.958 -1.407 -4.638
44 H -8.703 -2.056 -2.998
45 H -8.279 -0.356 -3.368
46 H -6.457 -1.746 -3.330
47 C -1.666 1.305 -7.383
48 O -0.350 1.763 -7.629
49 H -1.951 1.573 -6.363
50 H -2.355 1.777 -8.087
51 H -1.701 0.218 -7.495
52 H -0.125 1.511 -8.541
53 C 2.134 1.426 8.111
54 O 1.980 2.408 7.103
55 H 1.193 0.884 8.226
56 H 2.922 0.726 7.821
57 H 2.392 1.909 9.056
58 H 2.830 2.872 7.023